No. 1
Here is a structure of composition C14H32ClINO2P2Pm in a non-equilibrium geometry from OMol25. Energies are from ωB97M-V/def2-TZVPD.

Results
E_LUMO (alpha / beta) ... -9.780 / -9.744 eV
F_max ... 0.1497 hartree/bohr
Highest occupied orbital energy (alpha / beta) ... -14.8 / -14.8 eV
Frontier orbital gap (alpha / beta) ... 5.00 / 5.03 eV
E ... -2806.3832 Ha

```
! wB97M-V def2-TZVPD RIJCOSX def2/J DEFGRID3
* xyz 2 5
C 0.0820 0.4596 -4.4804
C 0.0814 0.9369 -3.1362
H 0.0884 1.2568 -5.2648
H -0.8407 -0.1659 -4.6255
H 0.9984 -0.1759 -4.6215
O 0.0735 1.8081 -2.3351
I 0.0616 -3.2443 1.1890
Pm 0.0794 -1.1826 -0.8696
P 2.7830 -0.9528 -1.3985
C 3.4555 0.0808 -0.0548
C 3.3366 -2.6659 -1.0391
H 4.3744 -2.8735 -1.3361
H 4.6522 -0.5022 -2.9429
H 2.6805 -3.3506 -1.5930
H 3.1906 -1.0713 -3.7887
H 3.0452 -0.2542 0.9116
H 3.2215 -2.9118 0.0239
C 3.5508 -0.4414 -2.9606
H 4.5521 0.0375 -0.0128
H 3.2734 0.5944 -3.2050
H 3.1415 1.1233 -0.2139
P -2.6238 -0.9161 -1.3892
C -3.2844 0.1373 -0.0563
C -3.3902 -0.4044 -2.9515
H -2.5591 -3.3140 -1.5889
H -4.2443 -2.8104 -1.3307
H -3.0930 -2.8684 0.0302
C -3.2040 -2.6203 -1.0327
H -3.0370 -1.0408 -3.7774
H -4.4917 -0.4584 -2.9331
H -4.3815 0.1040 -0.0248
H -2.9607 1.1746 -0.2301
H -3.1080 0.6287 -3.2015
H -2.8837 -0.1784 0.9200
Cl 0.0729 -2.6929 -3.0353
O 0.1111 0.8063 0.3274
C 0.1374 0.9999 1.6009
C 0.8653 2.1624 2.1843
C -0.0055 3.0486 3.0810
C -0.2393 2.4876 4.4902
C -1.0564 1.1947 4.5442
C -0.3757 0.0260 3.8533
N -0.4941 0.1246 2.3931
H 1.7337 1.8017 2.7539
H 1.2744 2.7562 1.3611
H 0.4570 4.0429 3.1777
H -0.9684 3.2069 2.5801
H 0.7330 2.3216 4.9767
H -0.7632 3.2520 5.0796
H -1.2311 0.9245 5.5945
H -2.0493 1.3562 4.1076
H 0.6813 -0.0376 4.1394
H -0.8489 -0.9160 4.1355
H -0.6539 -0.8040 1.9750
*
```

Löwdin population analysis, charges in e, atoms 1 to 4:
1 C 0.023
2 C -0.065
3 H 0.169
4 H 0.123

No. 2
Here is a cluster of 6 separate species, C14H32N2O4S4 in total in a non-equilibrium geometry from OMol25. Energies are from ωB97M-V/def2-TZVPD.

Results
E_LUMO ... 0.316 eV
F_max ... 0.0555 hartree/bohr
Highest occupied orbital energy ... -8.1 eV
Frontier orbital gap ... 8.44 eV
E ... -2555.6466 Ha

```
! wB97M-V def2-TZVPD RIJCOSX def2/J DEFGRID3
* xyz 0 1
C -3.2287 3.2174 -2.6647
S -3.9731 1.5745 -3.1883
O -3.8000 0.6118 -1.9981
C -5.7174 2.2248 -3.1489
H -2.1436 3.1270 -2.7142
H -3.4958 3.3951 -1.6229
H -3.6851 3.9812 -3.2942
H -6.5492 1.5205 -3.1607
H -5.7945 2.8867 -4.0115
H -5.9428 2.7848 -2.2413
C 1.4982 -2.1149 3.9544
S 0.3710 -2.7251 2.6122
O -0.9207 -3.0499 3.3531
C 0.2025 -1.0652 1.8363
H 1.9970 -2.8426 4.5945
H 0.8973 -1.5047 4.6287
H 2.2884 -1.4157 3.6811
H -0.1929 -0.9741 0.8246
H 1.1930 -0.6389 1.6772
H -0.3050 -0.3314 2.4625
C 2.4060 -4.3231 -0.0315
S 2.8314 -3.9235 -1.8092
O 1.6394 -4.5197 -2.5914
C 2.7312 -2.0762 -1.6762
H 2.1939 -5.3896 0.0448
H 1.4649 -3.7960 0.1258
H 3.1848 -4.0287 0.6720
H 1.7664 -1.9427 -1.1869
H 2.6659 -1.5433 -2.6248
H 3.6060 -1.7176 -1.1338
C 3.7245 1.1994 1.5794
S 4.6155 -0.4021 1.7215
O 3.7057 -1.6023 1.3564
C 5.9493 -0.1142 0.4187
H 4.2808 2.0281 2.0176
H 2.7381 1.2146 2.0431
H 3.4430 1.3961 0.5449
H 6.7732 -0.7764 0.6847
H 6.4692 0.8433 0.4467
H 5.5420 -0.2839 -0.5780
C -5.9201 1.3983 1.0748
C -4.7611 2.2093 1.4941
N -3.8728 2.8607 1.8260
H -5.7974 1.4545 -0.0068
H -6.8422 1.9309 1.3075
H -5.9120 0.3394 1.3333
N -1.1896 0.7250 -1.0017
C -0.8680 1.8607 -0.3867
C 0.5251 1.9098 -0.3408
C 1.0359 0.7246 -0.9565
C -0.0776 0.1261 -1.5076
H -2.1371 0.5099 -1.2773
H -1.5675 2.6099 -0.0463
H 1.0979 2.7343 0.0572
H 2.0776 0.4579 -1.0567
H -0.2210 -0.7547 -2.1159
*
```

Löwdin population analysis, charges in e, atoms 1 to 4:
1 C -0.227
2 S 0.900
3 O -0.591
4 C -0.260

No. 3
Here is a structure of composition C14H32NO2P2SiW in a non-equilibrium geometry from OMol25. Energies are from ωB97M-V/def2-TZVPD.

Results
E_LUMO (alpha / beta) ... -12.129 / -12.306 eV
F_max ... 0.0725 hartree/bohr
Highest occupied orbital energy (alpha / beta) ... -18.3 / -18.3 eV
Frontier orbital gap (alpha / beta) ... 6.13 / 5.95 eV
E ... -1795.9494 Ha

```
! wB97M-V def2-TZVPD RIJCOSX def2/J DEFGRID3
* xyz 3 3
W 0.2039 1.1342 0.7212
P -1.9713 0.7095 0.2348
C -2.0531 1.0318 -1.6031
C -0.7527 1.5133 -2.1920
N 0.3440 1.4824 -1.3949
C 1.5965 1.6690 -1.8789
C 1.7476 2.2065 -3.1442
C 0.6212 2.3538 -3.9422
C -0.6554 2.0411 -3.4797
C 2.7196 1.1836 -1.0139
P 2.0805 -0.1117 0.1674
H -1.5623 2.1010 -4.1037
H 2.7636 2.3813 -3.4878
H 0.7334 2.6909 -4.9583
H 3.4389 0.6382 -1.6673
H 3.2562 2.0081 -0.4852
H -2.2408 0.0397 -2.0404
H -2.8565 1.7762 -1.7808
H -1.1725 -2.1155 -4.2336
O -1.4808 -3.0859 -4.4175
H -2.0857 -3.2345 -3.6431
H 0.1282 -0.4921 0.1048
O -0.5509 -2.8012 0.5404
H -0.8168 -3.4598 -0.1335
C 2.1353 -1.5847 -0.9014
H 2.3509 -1.3054 -1.9368
H 2.9293 -2.2358 -0.5287
H 1.1855 -2.1187 -0.8229
C 3.5196 -0.4044 1.2241
H 3.4205 -1.4024 1.6592
H 4.4018 -0.4007 0.5719
H 3.6525 0.3398 2.0159
C -3.3473 1.7304 0.8056
H -4.1026 1.6084 0.0148
H -3.7315 1.3526 1.7641
H -3.0718 2.7967 0.9191
C -2.3875 -1.0267 0.2114
H -2.5787 -1.4783 1.1853
H -3.1536 -1.2144 -0.5562
H -1.0242 -1.8702 0.2494
C 0.8444 1.1999 2.8971
Si -0.2561 -0.3370 2.5443
C 0.6380 -1.9549 2.9202
C -1.8234 -0.2842 3.6410
H 1.9092 0.9942 3.1433
H 0.2761 1.4897 3.8195
H 0.8381 2.1409 2.2589
H 0.2754 -2.3228 3.8877
H 0.3914 -2.7032 2.1489
H 1.7220 -1.8340 3.0042
H -1.5444 -0.5138 4.6807
H -2.3153 0.6975 3.6624
H -2.5884 -1.0184 3.3486
*
```

Löwdin population analysis, charges in e, atoms 1 to 4:
1 W 0.948
2 P 0.711
3 C -0.207
4 C -0.279

No. 4
Here is a cluster of 2 separate species, C14H32NO2S in total in a non-equilibrium geometry from OMol25. Energies are from ωB97M-V/def2-TZVPD.

Results
E_LUMO ... 2.432 eV
F_max ... 0.0224 hartree/bohr
Highest occupied orbital energy ... -1.5 eV
Frontier orbital gap ... 3.94 eV
E ... -1155.9598 Ha

```
! wB97M-V def2-TZVPD RIJCOSX def2/J DEFGRID3
* xyz -1 1
C -3.4738 -0.6553 -3.3462
C -2.8263 -1.5781 -2.3184
C -1.3106 -1.3896 -2.2192
C -0.8590 -0.3679 -1.1780
C 0.4190 0.3878 -1.5294
C 1.0576 1.1810 -0.3772
C 0.7954 2.6954 -0.4181
C -0.3904 3.2077 0.4278
C -0.0287 3.4856 1.9097
N 0.7475 2.5244 2.6125
C 0.0617 2.0194 3.7425
C -1.2347 1.1828 3.5059
C -0.9024 -0.2823 3.3036
O -1.9050 -1.0407 2.6029
H -3.0463 -0.8172 -4.3455
H -4.5551 -0.8105 -3.4166
H -3.3040 0.3963 -3.0902
H -3.0706 -2.6194 -2.5576
H -3.2614 -1.3698 -1.3302
H -0.9355 -1.0625 -3.2061
H -0.8348 -2.3579 -2.0118
H -1.6841 0.3499 -1.0287
H -0.6953 -0.8610 -0.2137
H 1.1464 -0.3461 -1.9161
H 0.1889 1.0732 -2.3591
H 2.1361 0.9890 -0.3826
H 0.7006 0.8166 0.5958
H 1.6947 3.2297 -0.0899
H 0.6194 2.9804 -1.4695
H -1.2367 2.5018 0.3550
H -0.7394 4.1528 -0.0161
H -0.9935 3.7185 2.4236
H 0.5041 4.4690 1.8630
H -0.2392 2.7980 4.4998
H 0.7602 1.3555 4.2873
H -1.7509 1.5541 2.6059
H -1.9479 1.2866 4.3416
H -0.8025 -0.7988 4.2667
H 0.0593 -0.3541 2.7779
H -2.1290 -0.5243 1.8473
C 1.9853 -3.1220 -0.7184
S 3.5560 -2.4939 -0.1115
O 3.6758 -1.1158 -0.6318
C 4.5975 -3.5307 -1.1539
H 1.2053 -2.5502 -0.2160
H 1.9279 -2.9597 -1.7948
H 1.8907 -4.1793 -0.4699
H 4.3504 -3.3454 -2.1992
H 4.4483 -4.5792 -0.8947
H 5.6287 -3.2438 -0.9585
*
```

Löwdin population analysis, charges in e, atoms 1 to 4:
1 C -0.126
2 C -0.277
3 C -0.233
4 C -0.228

No. 5
Here is a structure of composition C14H32NO3OsP2 in a non-equilibrium geometry from OMol25. Energies are from ωB97M-V/def2-TZVPD.

Results
E_LUMO (alpha / beta) ... -2.399 / -6.370 eV
F_max ... 0.1068 hartree/bohr
Highest occupied orbital energy (alpha / beta) ... -7.5 / -11.5 eV
Frontier orbital gap (alpha / beta) ... 5.13 / 5.17 eV
E ... -1606.0858 Ha

```
! wB97M-V def2-TZVPD RIJCOSX def2/J DEFGRID3
* xyz 1 5
C -2.9778 2.1376 -1.3035
C -2.1336 1.2582 -0.6413
N -0.7851 1.2981 -0.7484
C -0.2341 2.2171 -1.5958
C -1.0217 3.1681 -2.2385
C -2.4107 3.0658 -2.1696
C -2.7850 0.4565 0.4640
P -1.5065 -0.6195 1.3119
Os 0.4460 0.0978 0.5630
P 1.9805 0.7890 -0.9731
C 1.2627 2.2795 -1.7483
O -3.7741 -2.7244 -3.3375
O -0.1999 -1.2248 -3.9407
H -4.0485 2.0493 -1.0889
H -0.4917 3.9613 -2.7787
H -3.0516 3.6945 -2.7799
C -2.1431 -0.0436 2.9540
C -2.1146 -2.3191 1.1143
H 1.5157 2.3491 -2.8169
H 1.6878 3.2016 -1.3162
H -3.7966 0.0217 0.2124
H -3.1253 1.1946 1.3066
C 3.5216 1.3734 -0.2155
C 2.4559 -0.0704 -2.5085
H -0.9727 -0.9954 -3.3221
H -0.2132 -2.2083 -3.9025
H -2.9555 -2.1381 -3.3305
H -4.3827 -2.1738 -3.8880
H 0.4037 1.0346 1.9914
H 0.5433 -1.2272 -0.4920
H -3.2057 -0.3139 3.0595
H -1.5868 -0.4855 3.7822
H -2.0328 1.0526 3.0170
H -3.0035 -2.4758 1.7485
H -2.3471 -2.4510 0.0401
H -1.3349 -3.0292 1.4331
H 3.1036 0.5289 -3.1703
H 3.0182 -0.9670 -2.2269
H 1.5557 -0.3730 -3.0664
H 4.2246 1.7977 -0.9523
H 3.2714 2.1365 0.5371
H 3.9633 0.4984 0.2819
C 3.6022 -1.2116 2.8943
C 2.1961 -1.6540 2.4606
C 1.1431 -1.5597 3.5378
O 1.9819 -0.8285 1.3340
H 3.5994 -0.1165 2.9695
H 4.2924 -1.4694 2.0877
H 3.9688 -1.6411 3.8285
H 2.2468 -2.7101 2.1436
H 0.8588 -0.5206 3.7195
H 0.2528 -2.1423 3.2918
H 1.5385 -1.9682 4.4677
*
```

Löwdin population analysis, charges in e, atoms 1 to 4:
1 C -0.057
2 C -0.386
3 N -0.157
4 C -0.361

No. 6
Here is a cluster of 2 separate species, C14H32NO3S in total in a non-equilibrium geometry from OMol25. Energies are from ωB97M-V/def2-TZVPD.

Results
E_LUMO ... -4.349 eV
F_max ... 0.1693 hartree/bohr
Highest occupied orbital energy ... -12.1 eV
Frontier orbital gap ... 7.74 eV
E ... -1230.7465 Ha

```
! wB97M-V def2-TZVPD RIJCOSX def2/J DEFGRID3
* xyz 1 1
C 1.4007 3.2468 -0.7795
C 0.4772 1.9333 -1.2490
C 0.8363 1.6843 -2.8280
O 0.0229 0.6762 -3.5131
S 0.1034 -0.8611 -2.7973
C -1.3402 -0.9796 -1.5503
C -2.8207 -0.9978 -2.3063
C -3.9551 -1.0913 -1.0846
C -3.1591 0.3714 -3.1406
N 1.5368 -1.0999 -1.8231
C 2.8104 -1.1147 -2.6686
C 1.4142 -2.5659 -1.3550
C 1.3173 -3.0433 0.2083
O 1.3312 -3.5240 -2.3104
H 1.0380 4.1852 -1.3894
H 1.4108 3.3931 0.3817
H 2.5077 3.0283 -1.1691
H -0.6396 2.2382 -1.0802
H 0.7759 1.0654 -0.5233
H 0.6117 2.7194 -3.3805
H 1.9952 1.5364 -2.9012
H -1.2906 -2.0170 -0.9616
H -1.3027 -0.1469 -0.7295
H -2.9791 -1.9375 -2.9858
H -3.7355 -0.2059 -0.3226
H -5.0170 -0.8271 -1.5604
H -3.9548 -2.1409 -0.5500
H -3.0537 1.3655 -2.4935
H -4.3008 0.3160 -3.4748
H -2.5416 0.4155 -4.1484
H 3.4549 -0.1912 -2.2720
H 3.4809 -2.0598 -2.5070
H 2.5327 -0.8854 -3.7821
H 2.3732 -3.1649 0.7475
H 0.5493 -2.4171 0.8649
H 0.8658 -4.1481 0.1902
C 1.8087 0.5664 5.3956
C 0.8374 1.5491 4.7612
O 0.7769 1.4506 3.3418
C 0.3637 0.1954 2.8060
C -1.0296 -0.2204 3.2481
H 2.8146 0.7010 4.9834
H 1.8494 0.7157 6.4784
H 1.5172 -0.4712 5.2118
H 1.1683 2.5675 4.9914
H -0.1637 1.4469 5.1909
H 1.1002 -0.5777 3.0452
H 0.3699 0.3021 1.7168
H -1.0912 -0.3601 4.3291
H -1.3139 -1.1654 2.7720
H -1.7636 0.5445 2.9728
*
```

Löwdin population analysis, charges in e, atoms 1 to 4:
1 C -0.109
2 C -0.238
3 C -0.234
4 O -0.367

No. 7
Here is a structure of composition C14H33F6O21P3S2Zn in a non-equilibrium geometry from OMol25. Energies are from ωB97M-V/def2-TZVPD.

Results
E_LUMO ... 0.452 eV
F_max ... 0.0429 hartree/bohr
Highest occupied orbital energy ... -9.4 eV
Frontier orbital gap ... 9.83 eV
E ... -6332.6356 Ha

```
! wB97M-V def2-TZVPD RIJCOSX def2/J DEFGRID3
* xyz 0 1
Zn 0.0141 -0.2188 -0.0481
C 3.2336 -2.2288 2.1506
F 3.3867 -2.7741 0.9440
F 2.3712 -2.9512 2.8409
F 4.4315 -2.2934 2.7291
S 2.6873 -0.3951 2.0532
O 2.4448 -0.0627 3.4444
O 3.8113 0.2631 1.4445
O 1.4924 -0.5011 1.2200
C -3.8006 -0.4744 -2.0918
F -3.3432 -1.7082 -1.7977
F -4.6341 -0.5676 -3.1013
F -4.4402 0.0416 -1.0390
S -2.3090 0.6682 -2.4007
O -1.9209 0.3982 -3.7645
O -2.7841 2.0186 -2.0722
O -1.3161 0.2550 -1.4120
C -2.0229 4.1982 0.1759
O -1.6495 3.3473 1.3035
P -0.2077 2.7232 1.4352
O 0.1023 1.6875 0.4251
O -0.1274 2.1465 2.9331
C -0.3681 3.0156 4.0210
O 0.7569 4.0141 1.4856
C 2.1696 3.6679 1.5398
H -3.0829 4.0442 -0.0028
H -1.4341 3.8173 -0.6568
H -1.8426 5.2079 0.5440
H 0.5010 3.3998 4.5502
H -1.1075 2.5951 4.7049
H -0.9282 3.9200 3.7486
H 2.5058 2.6627 1.2838
H 2.3771 3.8527 2.5969
H 2.7411 4.3814 0.9497
C -3.8000 -3.1607 2.0872
O -3.8959 -1.7750 1.7992
P -2.7768 -0.7043 2.2047
O -1.5457 -0.6197 1.3973
O -2.5024 -0.9661 3.7351
C -1.1818 -0.9326 4.3366
O -3.6675 0.6076 2.0638
C -4.9285 0.9074 2.6387
H -3.8804 -3.6583 1.1186
H -4.6014 -3.5116 2.7359
H -2.8381 -3.4332 2.5258
H -0.8098 0.0434 4.0245
H -0.5560 -1.7254 3.9274
H -1.3001 -1.0846 5.4046
H -5.1260 0.1559 3.4117
H -5.7454 0.8835 1.9224
H -4.7709 1.8438 3.1731
C 4.2358 -0.5663 -4.4025
O 3.2879 -0.8141 -3.3792
P 2.6769 0.3031 -2.4028
O 1.5885 -0.1471 -1.5105
O 3.9539 0.8691 -1.6554
C 4.7384 1.9660 -2.0741
O 2.3267 1.4725 -3.4360
C 1.2519 1.3600 -4.4040
H 3.9498 0.3283 -4.9628
H 4.1955 -1.3261 -5.1819
H 5.2412 -0.4753 -3.9995
H 5.1586 2.5682 -1.2724
H 4.1296 2.6910 -2.6235
H 5.4889 1.6787 -2.8118
H 0.6732 2.2688 -4.2511
H 0.6033 0.5020 -4.2457
H 1.6863 1.4023 -5.4005
C -0.2628 -2.4028 -3.1849
O 0.0735 -3.4398 -2.2454
C 0.0351 -3.1995 -0.9391
O -0.1611 -2.1297 -0.4195
O 0.3934 -4.2332 -0.2282
C 0.4805 -5.5573 -0.7823
H -1.2789 -2.0371 -3.0592
H -0.0810 -2.8321 -4.1632
H 0.3844 -1.5541 -2.9662
H 0.6907 -6.1492 0.1037
H 1.2428 -5.7425 -1.5356
H -0.4843 -5.8244 -1.2106
*
```

Löwdin population analysis, charges in e, atoms 1 to 4:
1 Zn 0.534
2 C -0.666
3 F 0.126
4 F 0.138

No. 8
Here is a cluster of 2 separate species, C14H33NO3P in total from OMol25. Energies are from ωB97M-V/def2-TZVPD.

Results
E_LUMO ... -2.355 eV
F_max ... 0.0093 hartree/bohr
Highest occupied orbital energy ... -11.2 eV
Frontier orbital gap ... 8.80 eV
E ... -1174.8134 Ha

```
! wB97M-V def2-TZVPD RIJCOSX def2/J DEFGRID3
* xyz 1 1
C 5.7239 -0.2637 1.3794
C 5.3757 -0.4580 -0.0995
C 4.2558 0.4595 -0.5976
P 2.6789 0.2228 0.2377
C 1.8854 -1.2367 -0.4552
C 0.7409 -1.8609 0.3567
C -0.2171 -0.8671 1.0052
C -1.4668 -1.5309 1.5880
O -2.5868 -0.6605 1.5319
C 1.6525 1.7009 0.0054
C 1.2472 2.4034 1.3056
C 0.6317 3.7874 1.0736
O -0.7485 3.7143 0.8429
C -1.1510 3.4742 -0.4925
H 5.5778 0.7707 1.6898
H 5.1592 -0.9283 2.0312
H 6.7739 -0.4964 1.5426
H 5.1307 -1.5012 -0.3021
H 6.2553 -0.2376 -0.7030
H 4.5218 1.5117 -0.4965
H 4.0453 0.2650 -1.6525
H 2.8872 0.0732 1.6092
H 1.5311 -0.9246 -1.4394
H 2.6617 -1.9884 -0.6095
H 1.1349 -2.5383 1.1144
H 0.1761 -2.4803 -0.3413
H -0.5718 -0.1551 0.2551
H 0.3026 -0.3343 1.8054
H -1.7199 -2.4186 1.0111
H -1.2950 -1.8188 2.6271
H -2.2832 0.2432 1.6252
H 2.2142 2.3872 -0.6293
H 0.7815 1.3755 -0.5641
H 2.1140 2.4933 1.9628
H 0.4828 1.8297 1.8269
H 1.1371 4.3010 0.2490
H 0.7544 4.3726 1.9824
H -0.4281 3.8775 -1.2066
H -2.1120 3.9553 -0.6420
H -1.2798 2.4052 -0.6907
C -5.6178 -1.4512 -3.0378
C -4.8142 -0.8927 -1.8866
O -4.3052 0.2174 -1.9308
N -4.6601 -1.6761 -0.7873
C -5.1539 -3.0193 -0.5599
H -5.6401 -0.7084 -3.8284
H -5.1661 -2.3667 -3.4215
H -6.6399 -1.6716 -2.7288
H -4.1231 -1.2284 -0.0588
H -5.8185 -3.0449 0.3048
H -4.3284 -3.7104 -0.3773
H -5.7061 -3.3713 -1.4247
*
```

Löwdin population analysis, charges in e, atoms 1 to 4:
1 C -0.110
2 C -0.284
3 C -0.308
4 P 1.050

Among the records above, which one has the lowest F_max?
C14H33NO3P